#one
26
Properties=species:S:1:pos:R:3 method="wB97M-V/def2-TZVPD" charge=+1 e_homo_ev=-14.001
C 0.2041 -1.3013 -0.6588
C -0.8233 -2.2755 -0.1004
C -2.1033 -2.2250 -0.9602
N 0.0511 0.1020 0.0647
H 1.2737 -1.4858 -0.4821
H 0.0102 -1.2938 -1.7249
H -0.9861 -2.0287 0.9443
H -0.4019 -3.2860 -0.2843
H -1.9768 -2.8515 -1.8533
H -2.9707 -2.5084 -0.3925
H -2.2770 -1.1595 -1.3476
H -0.8169 0.0948 0.5916
H 0.8508 0.1071 0.7045
H 0.1414 0.9730 -0.5083
H 3.0971 0.1986 2.0625
H 2.5838 1.4321 1.3536
O 2.3022 0.5315 1.6283
H -0.1116 1.6923 3.3185
H -1.2047 2.2448 2.5434
O -0.7800 1.3811 2.6917
H -2.8591 0.7208 -4.6517
H -4.1742 1.2002 -4.2956
O -3.3783 0.8755 -3.8498
H 5.1151 2.5637 2.2896
H 4.7678 3.5926 1.3373
O 4.4666 2.7053 1.5796

=====

#two
26
Properties=species:S:1:pos:R:3 method="wB97M-V/def2-TZVPD" charge=+1 e_homo_ev=-14.657
C -1.2411 -1.3268 -2.0170
C 0.0359 -1.3304 -1.1636
C 1.4187 -1.1751 -1.8288
N -0.0831 -0.1258 -0.1338
H -0.9519 -0.8338 -3.0228
H -1.5273 -2.2896 -2.3854
H -2.2006 -0.7851 -1.6324
H -0.0416 -2.2289 -0.5384
H 1.5917 -0.2729 -2.3595
H 1.9197 -1.8449 -2.4879
H 2.2420 -1.2701 -1.0146
H 0.1037 -0.4676 0.8942
H 0.4491 0.5968 -0.4428
H -1.1351 0.1934 0.1172
H 0.9923 1.0653 3.8849
H 0.6758 1.7568 2.6027
O 0.8231 0.8909 2.9543
H -2.9302 2.2724 0.4753
H -3.8815 0.9784 0.1784
O -2.9622 1.4247 -0.0552
H 3.0856 2.1071 0.2816
H 2.4654 2.9450 -0.8164
O 2.2020 2.3932 -0.1478
H 0.3616 -1.0736 3.0812
H -1.0147 -0.4960 3.0957
O -0.3971 -1.1034 2.4810

=====

Here are the energies relative to the best structure, in eV: #one 0.000; #two 1.360.

=====

#one
26
Properties=species:S:1:pos:R:3 method="wB97M-V/def2-TZVPD" charge=+1 e_homo_ev=-14.693
C -0.6780 -2.0093 0.6659
C 0.3731 -1.2080 -0.0540
C 0.5346 -1.4766 -1.5895
N 0.0674 0.3564 0.1219
H -1.2403 -1.4429 1.3725
H -1.4346 -2.5109 -0.1253
H -0.2174 -2.9136 1.1567
H 1.4154 -1.3742 0.4663
H -0.4188 -1.1995 -1.9516
H 0.7518 -2.5498 -1.9545
H 1.4757 -1.0888 -2.0099
H 0.8663 0.9822 -0.1937
H -0.8312 0.5134 -0.3592
H 0.0639 0.4780 1.1417
H -1.6410 2.7796 -0.6025
H -1.0935 2.7553 0.8869
O -0.9021 2.3852 -0.0413
H -0.0326 0.0604 3.4277
H -1.2248 -0.3761 2.6117
O -0.6282 0.2901 2.7720
H -0.9163 0.9727 -2.6090
H -2.2670 0.4709 -2.7961
O -1.5945 0.4763 -2.0461
H 3.6956 1.2930 0.5310
H 2.9391 2.6088 0.5894
O 2.9376 1.7274 0.5890

=====

#two
26
Properties=species:S:1:pos:R:3 method="wB97M-V/def2-TZVPD" charge=+1 e_homo_ev=-14.815
C 0.9226 2.3125 0.6403
C -0.1649 1.3400 0.4207
C -1.3604 1.9020 -0.3791
N 0.2948 0.0650 -0.2402
H 1.6709 2.0603 1.3988
H 1.5635 2.6141 -0.2017
H 0.5309 3.2721 0.9867
H -0.6969 1.1167 1.3578
H -1.5338 1.8077 -1.4574
H -1.4325 2.9576 -0.0940
H -2.2966 1.5004 0.0217
H -0.0274 -0.8051 0.1900
H -0.1480 0.0574 -1.1847
H 1.3400 -0.0053 -0.3952
H -2.2438 -2.1486 0.1996
H -1.5820 -3.5283 0.1748
O -1.4281 -2.5986 -0.0457
H 2.9747 -1.2948 -0.1189
H 2.8970 -0.8785 -1.6299
O 2.8766 -0.5562 -0.7358
H -0.9677 -1.8979 -1.5274
H -0.7983 -2.0558 -3.0489
O -1.0467 -1.4134 -2.3788
H 0.3715 -0.7839 3.2153
H 0.2120 -1.9916 2.5004
O 0.0725 -1.0476 2.3314

=====

Here are the energies relative to the best structure, in eV: #one 1.924; #two 0.000.

=====

#one
49
Properties=species:S:1:pos:R:3 method="wB97M-V/def2-TZVPD" charge=+1 e_homo_ev=-12.894
O 3.3353 -1.1031 -2.5657
H 3.9706 -1.7759 -2.2953
H 2.6510 -1.0033 -1.9003
O -1.9379 0.4263 -2.9500
H 0.2245 -5.5178 2.6009
H -0.8090 0.6968 -3.1300
O 0.6476 -4.6477 2.3709
H 0.0543 -4.1886 3.0094
H 1.1180 1.9509 1.6265
O -0.0808 2.4501 5.1513
H 0.0306 2.1845 4.2368
H -0.3516 -1.5352 -0.3498
O 0.9219 -3.4090 -0.3744
H -2.2313 -0.5421 -3.0950
H 1.5723 -3.6353 -1.0506
O -2.5758 -0.7147 2.8618
H -2.5804 -1.0154 3.7736
H -4.1212 0.3001 0.8672
O -0.2047 3.5595 -3.0680
H 0.2159 4.4014 -3.2650
H -0.9220 3.4631 -3.7054
O 3.9642 0.4584 2.8385
H 0.7862 2.6533 5.5076
H 3.8134 -0.2503 3.4684
O 1.0916 2.8252 2.0773
H 1.2161 -4.0518 0.2968
O -3.5933 0.5157 0.0991
H -2.0187 -1.8891 -1.7235
H -3.4390 1.4540 -0.0089
O -1.4553 -2.0267 -2.4945
H -1.5501 -2.9001 -2.8926
H -3.6670 3.1558 2.1583
O 0.4497 0.3334 -2.4906
H -1.8271 -0.1672 2.6341
H -2.8194 3.7724 0.9995
O -0.7521 -0.6825 -0.5507
H -0.3104 0.0092 0.0010
H 0.2977 0.7098 -1.6181
O -3.3355 3.0073 1.2651
H 0.3143 -0.6212 -2.3865
H 2.0233 3.0708 2.2638
O 2.2379 -0.4849 -4.8383
H 1.8678 0.3411 -4.5162
H 3.1877 -0.5682 -4.8882
O 1.0742 0.1629 1.9405
H 0.4269 0.5753 2.5238
H -2.1585 0.7665 -2.0719
H 4.5403 0.0997 2.1442
H 0.7075 -0.6135 1.5132

=====

#two
49
Properties=species:S:1:pos:R:3 method="wB97M-V/def2-TZVPD" charge=+1 e_homo_ev=-12.811
O 3.5223 -2.8496 -2.3461
H 3.2710 -2.7995 -3.3384
H 1.1282 -1.4462 -0.1923
O 2.6991 3.4521 0.4533
H -1.5490 -0.9802 0.8853
H 1.6512 -1.9226 3.3001
O -0.6777 -0.9972 1.5849
H -1.2196 -0.5705 2.2759
H -1.0460 -0.2795 -4.9210
O 1.2426 0.7101 0.2772
H 0.4192 1.2883 0.2596
H -2.6911 -4.2085 2.6265
O 0.4789 3.6483 1.6286
H 3.7082 3.4162 0.3023
H 0.9392 4.2066 2.3259
O 1.2132 1.1385 3.6454
H 0.5755 1.7834 3.5318
H -0.4833 -0.0058 -3.4791
O -0.4817 3.0300 -1.1981
H -3.4430 -1.5082 0.1885
H 0.2995 2.5712 -0.7298
O -2.0705 -4.3065 -0.4018
H 2.4083 -2.2386 0.1792
H -2.0120 -4.8181 0.4862
O -0.9377 -0.7400 -4.0073
H 3.1249 -1.9542 -2.0824
O 1.6849 -1.1826 2.6943
H 0.9675 1.5630 -4.1408
H 2.4987 -1.4586 2.3196
O 0.6274 1.6716 -3.2209
H 0.4460 2.6465 -2.9793
H -3.0356 1.4247 -4.6584
O -2.2164 1.3878 2.8325
H 1.5696 1.3188 0.9965
H -2.0103 2.1009 -3.7638
O -1.7247 -3.9321 2.6452
H -1.9907 -3.0061 2.6273
H -2.5580 1.9683 2.2585
O -2.0129 1.8879 -4.7150
H -2.2114 1.7593 3.6709
H 0.9896 0.4580 2.8028
O 1.4490 -2.2173 0.2039
H 0.0896 4.2016 0.9864
H 0.3581 -0.8771 1.4124
O -2.5737 -1.2411 -0.2324
H -1.3085 -3.8334 -0.5130
H 2.5190 4.1119 -0.1348
H -0.8234 3.4124 -0.4237
H -2.3599 -2.0037 -0.8280

=====

Here are the energies relative to the best structure, in eV: #one 0.000; #two 2.448.

=====

#one
49
Properties=species:S:1:pos:R:3 method="wB97M-V/def2-TZVPD" charge=+1 e_homo_ev=-13.355
O 1.8657 -0.1804 0.8157
H 2.0771 0.7581 0.9528
H 2.8017 -0.3939 0.5305
O -4.5383 -1.8395 1.9277
H 2.4482 -1.0594 2.8044
H 3.5731 -1.7691 -0.3945
O 1.8875 -1.7872 3.0512
H -3.2105 -0.8545 -4.9996
H 4.6744 1.1351 -0.8781
O -0.2304 -3.3611 -1.4577
H 0.3228 -2.7411 -1.9688
H -0.0387 0.1012 2.5604
O -2.4901 -0.2123 -5.0510
H -5.0017 -2.2886 2.6599
H -1.7334 -0.8107 -5.1003
O -2.1482 3.4735 -0.5724
H -3.0872 3.6203 -0.3418
H 5.6815 0.6917 -2.0983
O -2.1835 -1.0898 0.9382
H 0.5740 0.7133 -1.4883
H -2.9177 -1.6272 1.3302
O 0.1244 -1.9754 1.1785
H -2.6235 1.0545 -3.5326
H 0.8052 -1.1276 1.3001
O 4.9326 0.4753 -1.5380
H 0.1046 -4.1364 -1.9426
O 4.1972 -1.3054 0.1778
H 2.7211 2.9317 0.3023
H 4.7288 -0.7569 -0.4561
O 3.6049 2.5925 0.0951
H 4.1341 3.3956 0.0356
H 0.2768 4.2007 -0.0256
O -1.8809 -1.5817 3.2545
H 1.9544 -2.6840 2.7313
H 0.2331 3.6627 1.3965
O -0.3188 0.9271 2.1461
H 0.3363 1.5695 2.4388
H -1.7984 -0.7916 2.6666
O 0.7994 3.6924 0.6186
H -2.8458 -1.5299 3.3206
H -2.4426 2.7364 -1.1652
O -3.3095 1.6208 -3.1603
H -2.6092 -0.7397 0.1409
H -4.0062 1.9479 -3.7418
O -0.1866 0.5113 -2.0465
H 0.2249 -2.2991 0.2648
H -4.7852 -2.5574 1.3149
H -0.7971 -1.4506 1.2197
H -0.0205 0.6949 -2.9710

=====

#two
49
Properties=species:S:1:pos:R:3 method="wB97M-V/def2-TZVPD" charge=+1 e_homo_ev=-13.364
O -2.8811 -0.2930 -2.0944
H -3.4498 0.0838 -2.7730
H 0.4627 1.7932 1.7834
O -1.1025 -2.4633 1.0829
H -3.7802 -1.0324 0.4620
H -1.8232 0.8010 1.6600
O -4.3419 -1.7904 0.2373
H 1.3421 -0.4615 0.7300
H -2.4495 4.3941 1.4239
O 0.5303 -0.6904 0.2455
H -0.0553 -1.3416 0.9155
H 5.2242 -1.5201 0.4536
O 3.2792 -2.6177 -1.8494
H -1.7638 -2.7698 0.4550
H 3.1154 -2.2684 -2.7267
O -1.7382 0.5431 3.9360
H -2.3652 0.2668 4.6151
H -3.7680 4.2696 1.9861
O 1.0733 -1.8969 2.4090
H -0.4222 -0.6216 -5.9128
H 1.4339 -1.5079 3.2151
O 0.4088 4.1897 -2.1500
H 1.8375 2.0806 2.4365
H 0.5193 5.1473 -2.0901
O -3.0893 3.6943 1.6041
H -2.0838 0.2441 -2.1328
O -1.8406 1.0707 0.7418
H 0.2794 2.0559 -1.2518
H -2.3865 1.8591 0.6263
O 1.1405 1.9698 -0.8197
H 1.2874 2.9300 -0.7816
H 3.3007 1.8547 -0.3125
O -0.9587 -4.3450 -0.6087
H 0.0156 0.0477 -0.1242
H 4.7364 1.6983 0.2253
O 5.0589 -0.8955 -0.2646
H 5.0545 -1.5111 -1.0093
H -1.4136 -5.1686 -0.4247
O 3.9897 2.3057 0.1799
H -0.8909 -4.1084 -1.5352
H -2.1353 0.1883 3.1381
O 1.0381 1.5470 2.5134
H 2.7599 -2.1357 -1.2033
H -5.1108 -1.4799 0.7384
O -0.3380 -0.4735 -4.9682
H 0.5745 4.0318 -3.0880
H -0.3475 -3.0521 1.1195
H 0.8952 -2.8189 2.6236
H -0.2619 -1.3282 -4.5481

=====

Here are the energies relative to the best structure, in eV: #one 0.151; #two 0.000.

=====

#one
49
Properties=species:S:1:pos:R:3 method="wB97M-V/def2-TZVPD" charge=+1 e_homo_ev=-12.242
O -0.2894 -1.3476 2.2478
H -0.6892 -0.6936 2.7803
H 0.4444 -1.8759 2.5083
O 1.9978 0.9761 -4.6456
H 1.3495 0.9179 1.8396
H 1.8194 1.7583 -5.2258
O 0.4957 1.0915 2.2098
H 0.4664 1.2208 3.1546
H -1.4529 -2.9236 -3.3184
O 2.1626 -3.9007 -1.2959
H 2.2317 -3.2523 -2.0168
H -4.6873 2.2389 2.7234
O 2.4433 0.1730 3.0223
H -0.9127 -0.7082 -0.1786
H 1.9584 -0.6393 3.0766
O 0.4745 3.4597 1.4455
H 0.5648 3.0758 2.2926
H -2.0039 1.1695 -3.8926
O 4.9347 -1.8746 1.2103
H 5.7800 -2.0940 0.7636
H 5.0175 -1.6752 2.1297
O -0.4906 -4.3839 -1.9099
H 3.1247 -3.6556 -1.1384
H 0.4022 -4.6903 -2.1530
O -2.2323 -2.5753 -2.8950
H 3.0451 0.0733 3.7632
O -1.8967 0.9572 -2.9630
H 0.1964 0.3007 -0.9460
H -2.0577 1.8342 -2.6083
O -0.3283 0.1281 -0.1241
H -1.1973 0.7722 0.0258
H 1.5956 0.5380 -2.8142
O -2.0004 -1.9234 -0.2398
H -0.4072 3.8581 1.4883
H 0.1237 1.1868 -3.0509
O -3.7620 2.0657 2.4132
H -3.2591 1.5482 3.0250
H -1.7207 -2.5555 0.4224
O 0.8299 0.9362 -2.3204
H -2.0373 -2.4504 -1.1014
H -2.9310 -3.0867 -3.2585
O -1.9196 2.0214 0.3269
H -2.6847 1.8496 0.9443
H -1.1020 2.4595 0.5748
O -0.9059 4.3561 3.1096
H -0.5095 5.2278 3.2565
H 2.4040 0.3902 -5.2895
H -0.7454 -4.7272 -1.0567
H -1.6392 4.4485 3.6885

=====

#two
49
Properties=species:S:1:pos:R:3 method="wB97M-V/def2-TZVPD" charge=+1 e_homo_ev=-13.366
O 2.7848 1.4446 -1.2506
H 2.2070 0.5826 -1.2345
H 0.8358 -3.8349 2.3193
O 2.7048 2.3100 4.4293
H -0.1042 -0.3340 -0.9840
H 3.1818 -1.0452 2.4324
O -0.2467 0.0881 -0.0754
H -1.0416 1.8540 -0.0070
H 0.3303 -2.1459 -2.6673
O 2.2975 2.3037 1.5361
H 2.7686 2.4064 2.3404
H -3.7311 -3.3640 -0.2009
O -1.5831 4.7707 0.8182
H 3.1239 1.4610 4.4868
H -1.8134 5.0601 1.8117
O 0.1716 0.6089 4.5243
H -0.7151 0.7849 4.8361
H 1.2433 -2.4595 -1.5847
O -2.1764 1.7287 -1.0611
H -1.7164 -3.2033 -3.5146
H -1.8513 1.0856 -1.8908
O -1.3576 -4.8615 -2.2239
H 2.0086 -2.9852 2.4511
H -2.3194 -4.8893 -2.0059
O 0.8148 -1.7502 -1.9509
H 2.7593 1.8225 -0.3516
O 3.7845 -1.4473 3.1901
H 0.8599 2.6324 -2.5605
H 4.3982 -1.7819 2.5240
O 0.1467 2.0133 -2.4999
H -0.0615 1.5855 -3.3657
H -1.8430 0.6207 -5.1850
O -0.5403 1.9877 0.9017
H 2.5130 3.0206 0.9489
H -2.1910 1.9070 -4.8077
O -3.7702 -4.3181 -0.3114
H -4.0860 -4.7548 0.3951
H -0.7876 2.9157 1.0409
O -1.6585 1.1767 -4.4532
H 0.3692 2.1612 0.4056
H 0.5741 0.1797 5.3368
O 1.6505 -3.5979 1.8235
H -2.2551 5.2020 0.2001
H 0.3255 -0.5638 0.5622
O -1.7198 -2.3815 -3.9239
H -0.7394 -4.8304 -1.4730
H 1.8374 2.2250 4.9177
H -2.6649 1.0788 -0.5392
H -2.7174 -2.4696 -4.1094

=====

Here are the energies relative to the best structure, in eV: #one 0.000; #two 0.650.

=====

#one
15
Properties=species:S:1:pos:R:3 method="wB97M-V/def2-TZVPD" e_homo_ev=-8.363 smiles="CS/C(CN)=N/O"
C -2.5552 0.5885 0.1834
S -1.4804 -0.8411 -0.0202
C 0.0890 -0.0573 -0.1372
C 1.2538 -0.9972 -0.4379
N 2.3750 -0.7119 0.4737
N 0.1835 1.2136 -0.0151
O 1.4378 1.7711 -0.1367
H -2.4994 1.2410 -0.6858
H -3.5708 0.2097 0.3069
H -2.2530 1.1547 1.0668
H 1.5710 -0.8120 -1.4600
H 0.8979 -2.0333 -0.3897
H 2.1043 -0.9927 1.4216
H 3.2038 -1.2714 0.2097
H 2.0949 1.0764 0.0872

=====

#two
15
Properties=species:S:1:pos:R:3 method="wB97M-V/def2-TZVPD" e_homo_ev=-9.007 smiles="CSNC(=O)CN"
C -1.7109 0.9732 2.0011
S -1.8964 -0.4164 0.7614
N -0.4608 -0.2549 -0.0659
C 0.7222 -0.8267 0.1205
O 1.0005 -1.3299 1.2287
C 1.5723 -0.5809 -1.0665
N 1.1424 0.1477 -2.2432
H -1.6713 1.9575 1.5845
H -0.8438 0.5056 2.6179
H -2.7111 0.7984 2.6329
H -0.7830 0.0432 -0.9428
H 2.4578 -0.0747 -0.5803
H 1.9454 -1.5413 -1.2325
H 0.5935 -0.4932 -2.8600
H 0.6431 1.0927 -1.9558

=====

#three
15
Properties=species:S:1:pos:R:3 method="wB97M-V/def2-TZVPD" e_homo_ev="-7.915 / -9.265"
C 0.7084 0.8348 -0.5270
C -0.6961 0.0811 -0.6930
C -0.5050 -1.4327 -0.5921
N 1.3279 0.5148 0.7045
N -1.6211 0.4897 0.2643
O 0.8943 0.0104 3.1281
S 0.5693 0.9945 2.1136
H 1.3686 0.5829 -1.3581
H 0.4917 1.9039 -0.5316
H -0.9890 0.3592 -1.7225
H -1.4825 -1.8979 -0.6788
H -0.1014 -1.6998 0.3806
H 0.1450 -1.8145 -1.3765
H 1.7726 -0.3931 0.7472
H -1.8825 1.4667 0.1414

=====

Here are the energies relative to the best structure, in eV: #one 0.281; #two 0.000; #three 1.376.